Record 1
A molecular structure, C43H50N5OPtSSbSi in a non-equilibrium geometry, computed with ωB97M-V with the def2-TZVPD basis set.

Positions of all 103 atoms, in Å:
Pt 0.402 0.342 -0.694
O 0.131 -3.202 1.447
C -0.070 -2.101 0.951
N 0.854 -1.424 0.235
C 2.111 -2.102 0.047
C 3.045 -1.372 -0.867
C 4.183 -2.014 -1.350
C 5.029 -1.332 -2.206
C 4.704 -0.031 -2.568
C 3.561 0.535 -2.037
N 2.757 -0.114 -1.197
C -1.397 -1.427 1.078
C -2.370 -1.985 1.905
C -3.608 -1.378 1.980
C -3.858 -0.262 1.187
C -2.845 0.218 0.375
N -1.638 -0.333 0.347
H 1.930 -3.112 -0.348
H 2.597 -2.259 1.023
H 4.392 -3.032 -1.058
H 5.917 -1.806 -2.593
H 5.322 0.534 -3.246
H 3.262 1.542 -2.299
H -2.134 -2.880 2.460
H -4.372 -1.769 2.634
H -4.821 0.220 1.189
H -3.008 1.055 -0.288
C -3.799 1.613 -4.801
C -2.528 1.911 -5.268
C -1.419 1.319 -4.690
C -1.563 0.399 -3.650
C -2.848 0.123 -3.181
C -3.957 0.718 -3.756
Si -0.022 -0.473 -2.955
C -0.247 -2.347 -2.757
C 0.613 -3.207 -3.439
C 0.347 -4.562 -3.498
C -0.760 -5.083 -2.846
C -1.592 -4.247 -2.119
C -1.328 -2.893 -2.067
H -4.664 2.072 -5.253
H -2.402 2.602 -6.088
H -0.434 1.554 -5.063
H -2.993 -0.581 -2.375
H -4.944 0.477 -3.390
H 1.133 -0.218 -3.866
H 1.475 -2.809 -3.952
H 0.995 -5.213 -4.064
H -0.971 -6.141 -2.899
H -2.451 -4.648 -1.603
H -1.987 -2.255 -1.501
S 1.266 6.371 -3.225
C 0.899 4.779 -2.517
C 1.814 4.160 -1.660
C 1.452 3.014 -1.004
N 0.247 2.407 -1.170
C -0.623 3.004 -2.018
C -0.344 4.161 -2.697
C 1.044 7.208 -1.644
C -0.246 7.481 -1.215
C -0.399 8.016 0.057
N 0.626 8.249 0.847
C 1.853 8.026 0.432
C 2.123 7.498 -0.825
H 2.787 4.593 -1.492
H 2.132 2.549 -0.301
H -1.582 2.524 -2.142
H -1.090 4.597 -3.339
H -1.097 7.295 -1.849
H -1.376 8.263 0.448
H 2.647 8.274 1.124
H 3.136 7.330 -1.150
C -1.317 4.432 3.368
C -1.590 3.324 2.377
C -1.906 3.880 1.008
Sb 0.116 1.843 2.245
C -0.318 0.493 4.000
C -0.915 1.288 5.139
C 0.943 -0.243 4.394
C 2.043 2.958 2.682
C 3.210 2.007 2.510
C 2.057 3.621 4.039
H -2.222 5.026 3.488
H -0.537 5.098 3.003
H -1.047 4.056 4.349
H -2.419 2.702 2.721
H -1.116 4.546 0.666
H -2.831 4.453 1.051
H -2.034 3.083 0.279
H -1.055 -0.213 3.612
H -0.213 2.023 5.526
H -1.162 0.609 5.954
H -1.834 1.788 4.843
H 1.687 0.440 4.798
H 1.371 -0.781 3.548
H 0.714 -0.975 5.168
H 2.058 3.712 1.890
H 3.296 1.329 3.358
H 4.136 2.579 2.452
H 3.123 1.410 1.601
H 1.976 2.895 4.845
H 1.272 4.363 4.149
H 3.010 4.139 4.163

## Properties
Gap between HOMO and LUMO (alpha / beta): 5.08 / 5.08 eV
Charge: +2


Record 2
A molecular structure, C43H51BClN5O6Ti in a non-equilibrium geometry, computed with ωB97M-V with the def2-TZVPD basis set.

Positions of all 108 atoms, in Å:
Ti -0.383 0.937 2.853
O -1.480 -0.063 3.902
C -1.650 -0.025 5.201
C -1.593 -1.215 5.948
C -1.764 -1.207 7.312
C -2.067 -0.024 7.980
C -2.184 1.151 7.273
C -1.946 1.187 5.895
C -2.002 2.425 5.166
N -1.467 2.511 4.002
N -1.624 3.641 3.262
C -1.273 3.414 2.019
O -0.820 2.275 1.619
C -1.507 4.496 1.038
C -1.581 4.166 -0.315
C -1.860 5.142 -1.253
C -2.062 6.452 -0.852
C -1.980 6.788 0.490
C -1.706 5.817 1.436
H -1.390 -2.136 5.418
H -1.671 -2.131 7.863
H -2.209 -0.034 9.049
H -2.435 2.072 7.783
H -2.518 3.285 5.606
H -1.445 3.134 -0.611
H -1.934 4.887 -2.299
H -2.292 7.210 -1.587
H -2.138 7.813 0.792
H -1.650 6.058 2.486
C 1.709 0.942 6.101
C 1.920 0.389 4.678
C 1.730 -1.142 4.626
O 1.047 1.000 3.789
H 2.137 0.279 6.846
H 0.641 1.058 6.290
H 2.185 1.915 6.201
H 2.958 0.618 4.367
H 0.752 -1.349 4.184
H 1.787 -1.576 5.622
H 2.487 -1.602 3.995
C -3.525 -3.439 -3.863
C -4.294 -3.442 -2.534
C -5.435 -2.417 -2.616
C -4.930 -4.827 -2.340
C -3.304 -3.111 -1.423
C -2.504 -4.111 -0.870
C -1.546 -3.860 0.101
C -1.384 -2.555 0.517
O -0.512 -2.003 1.400
B -0.753 -0.616 1.426
O -1.804 -0.358 0.525
C -2.174 -1.540 -0.031
C -3.129 -1.798 -0.992
H -4.195 -3.693 -4.682
H -2.719 -4.168 -3.837
H -3.089 -2.460 -4.055
H -6.182 -2.768 -3.325
H -5.085 -1.447 -2.962
H -5.913 -2.297 -1.646
H -5.758 -4.948 -3.036
H -5.314 -4.935 -1.328
H -4.220 -5.626 -2.537
H -2.612 -5.125 -1.217
H -0.939 -4.661 0.495
H -3.711 -0.985 -1.385
C 5.720 0.124 -2.367
C 4.428 -0.021 -3.181
C 3.640 -1.209 -2.634
C 4.830 -0.379 -4.624
C 3.659 1.345 -3.152
O 4.469 2.302 -3.847
C 2.278 1.394 -3.857
C 0.986 0.992 -3.119
C 0.644 -0.467 -3.220
C 0.394 -1.042 -4.461
C 0.198 -2.403 -4.591
C 0.243 -3.203 -3.461
Cl 0.069 -4.914 -3.624
C 0.433 -2.647 -2.210
C 0.609 -1.280 -2.093
C 3.610 2.057 -1.769
N 2.987 1.461 -0.623
C 1.965 1.950 0.110
N 1.772 1.208 1.180
C 2.723 0.252 1.069
N 3.477 0.388 0.004
H 6.359 -0.737 -2.547
H 5.497 0.165 -1.305
H 6.261 1.020 -2.667
H 4.325 -2.041 -2.482
H 2.878 -1.529 -3.337
H 3.183 -0.986 -1.678
H 5.242 -1.385 -4.626
H 5.598 0.289 -5.008
H 3.978 -0.377 -5.300
H 4.540 2.029 -4.768
H 2.336 0.831 -4.789
H 2.170 2.448 -4.131
H 0.177 1.563 -3.584
H 1.036 1.285 -2.075
H 0.369 -0.418 -5.343
H 0.025 -2.849 -5.556
H 0.460 -3.277 -1.337
H 0.745 -0.854 -1.108
H 3.110 3.012 -1.945
H 4.650 2.271 -1.514
H 1.392 2.818 -0.148
H 2.843 -0.553 1.765

## Properties
Gap between HOMO and LUMO: 7.97 eV


Quick rundown of energy above the lowest of the compared OMol25 structures with the same formula, charge and spin, same order as above: 217.5; 131.4 kJ/mol